{"formula": "C67H83FN4O7P3SSiY", "method": "ωB97M-V/def2-TZVPD", "elements": ["Y", "C", "C", "C", "P", "C", "C", "C", "C", "C", "C", "C", "C", "C", "Si", "C", "C", "C", "C", "C", "C", "P", "C", "C", "C", "C", "C", "C", "C", "C", "C", "C", "C", "C", "P", "C", "C", "C", "C", "C", "C", "H", "H", "H", "H", "H", "H", "H", "H", "H", "H", "H", "H", "H", "H", "H", "H", "H", "H", "H", "H", "H", "H", "H", "H", "H", "H", "H", "H", "H", "H", "H", "H", "H", "H", "H", "H", "H", "H", "H", "H", "H", "H", "H", "H", "H", "H", "H", "H", "H", "H", "H", "H", "H", "H", "C", "C", "C", "C", "C", "C", "C", "F", "C", "C", "C", "O", "C", "C", "N", "C", "C", "O", "O", "H", "H", "H", "H", "H", "H", "H", "H", "H", "H", "H", "N", "C", "N", "C", "C", "C", "C", "C", "C", "H", "H", "H", "H", "H", "H", "C", "C", "C", "C", "C", "C", "C", "S", "O", "O", "N", "C", "C", "C", "O", "O", "H", "H", "H", "H", "H", "H", "H", "H", "H", "H", "H", "H"], "xyz": [[-0.561, 0.283, -0.490], [0.044, 5.845, 2.288], [-0.431, 4.744, 1.340], [-1.578, 3.998, 2.031], [0.731, 3.433, 0.626], [1.827, 4.358, -0.616], [1.773, 5.883, -0.611], [3.275, 3.869, -0.563], [1.913, 3.069, 1.979], [2.549, 4.096, 2.685], [3.454, 3.821, 3.693], [3.753, 2.500, 3.994], [3.157, 1.484, 3.270], [2.226, 1.730, 2.249], [1.520, 0.213, 1.249], [3.089, -0.465, 0.358], [4.312, 0.214, 0.422], [5.441, -0.255, -0.232], [5.365, -1.432, -0.962], [4.160, -2.114, -1.039], [3.007, -1.650, -0.401], [1.226, -2.353, -0.530], [1.484, -4.154, -0.001], [1.043, -4.299, 1.459], [2.843, -4.820, -0.173], [1.051, -2.389, -2.447], [0.861, -3.767, -3.060], [2.100, -1.621, -3.247], [1.358, -0.963, 2.770], [2.455, -1.725, 3.190], [2.435, -2.459, 4.364], [1.288, -2.473, 5.144], [0.189, -1.730, 4.751], [0.216, -0.963, 3.583], [-1.221, 0.107, 3.146], [-1.327, 1.003, 4.797], [-2.630, 1.791, 4.929], [-0.098, 1.887, 5.003], [-2.652, -1.101, 3.349], [-2.269, -2.511, 2.894], [-3.812, -0.606, 2.479], [-0.812, 6.487, 2.513], [0.823, 6.475, 1.863], [0.400, 5.429, 3.230], [-0.832, 5.225, 0.445], [-1.244, 3.670, 3.014], [-1.889, 3.115, 1.478], [-2.443, 4.654, 2.163], [1.414, 4.014, -1.573], [2.289, 6.294, 0.258], [0.751, 6.262, -0.625], [2.282, 6.266, -1.500], [3.804, 4.289, 0.292], [3.804, 4.168, -1.472], [3.323, 2.782, -0.480], [2.355, 5.129, 2.432], [3.930, 4.631, 4.233], [4.462, 2.263, 4.779], [3.424, 0.462, 3.502], [4.386, 1.127, 1.002], [6.375, 0.291, -0.173], [6.237, -1.816, -1.480], [4.121, -3.017, -1.634], [0.759, -4.694, -0.613], [1.818, -3.930, 2.122], [0.859, -5.348, 1.709], [0.133, -3.730, 1.667], [3.628, -4.261, 0.333], [3.120, -4.942, -1.222], [2.805, -5.818, 0.272], [-0.648, -1.848, -3.368], [1.778, -4.351, -2.999], [0.608, -3.655, -4.121], [0.056, -4.313, -2.570], [3.006, -2.198, -3.410], [2.363, -0.690, -2.749], [1.669, -1.382, -4.226], [3.350, -1.736, 2.576], [3.307, -3.026, 4.668], [1.251, -3.059, 6.055], [-0.698, -1.743, 5.375], [-1.321, 0.234, 5.573], [-2.751, 2.509, 4.118], [-2.635, 2.343, 5.872], [-3.498, 1.128, 4.925], [0.001, 2.633, 4.213], [0.815, 1.292, 5.000], [-0.163, 2.410, 5.961], [-2.967, -1.111, 4.397], [-1.612, -2.458, 2.028], [-3.167, -3.053, 2.603], [-1.764, -3.085, 3.666], [-3.557, -0.795, 1.434], [-3.995, 0.465, 2.607], [-4.731, -1.152, 2.704], [-0.138, 1.749, -8.339], [1.217, 1.720, -7.643], [2.058, 2.929, -8.036], [3.462, 2.782, -7.468], [3.394, 2.529, -5.984], [4.489, 2.781, -5.186], [4.430, 2.531, -3.819], [5.530, 2.754, -3.081], [3.287, 2.087, -3.220], [2.151, 1.861, -4.006], [0.918, 1.436, -3.341], [0.877, 1.416, -2.090], [-0.134, 1.047, -4.219], [0.027, 1.173, -5.565], [1.111, 1.690, -6.173], [2.213, 2.030, -5.399], [-1.413, 0.339, -3.755], [-1.960, -0.384, -4.595], [-1.772, 0.531, -2.560], [0.030, 1.912, -9.402], [-0.756, 2.565, -7.960], [-0.683, 0.813, -8.233], [1.748, 0.813, -7.954], [1.586, 3.832, -7.638], [2.088, 3.015, -9.122], [4.055, 3.675, -7.667], [3.965, 1.944, -7.959], [5.401, 3.172, -5.618], [3.236, 1.902, -2.156], [-0.778, 0.816, -6.190], [-4.848, 2.324, -0.751], [-3.916, 1.427, -0.349], [-2.695, 1.855, -0.503], [-2.813, 3.101, -1.109], [-1.846, 3.963, -1.618], [-2.269, 5.159, -2.164], [-3.627, 5.499, -2.220], [-4.604, 4.630, -1.776], [-4.173, 3.420, -1.247], [-5.843, 2.194, -0.735], [-4.183, 0.462, 0.050], [-0.802, 3.678, -1.602], [-1.538, 5.851, -2.562], [-3.916, 6.455, -2.638], [-5.655, 4.882, -1.848], [-2.638, -6.462, 6.017], [-3.343, -6.196, 4.715], [-4.536, -5.475, 4.700], [-5.175, -5.187, 3.507], [-4.624, -5.631, 2.315], [-3.459, -6.379, 2.308], [-2.821, -6.652, 3.508], [-5.432, -5.200, 0.792], [-6.040, -3.913, 0.986], [-6.245, -6.302, 0.364], [-4.192, -5.127, -0.292], [-3.437, -3.883, -0.523], [-1.927, -4.105, -0.381], [-1.052, -2.851, -0.463], [-0.175, -1.646, -2.547], [-1.620, -1.777, -0.147], [-2.531, -5.538, 6.586], [-1.646, -6.879, 5.850], [-3.212, -7.163, 6.626], [-4.953, -5.115, 5.633], [-6.083, -4.597, 3.481], [-3.051, -6.720, 1.366], [-1.898, -7.219, 3.505], [-4.443, -5.646, -1.123], [-3.768, -3.124, 0.185], [-3.655, -3.510, -1.525], [-1.584, -4.819, -1.134], [-1.721, -4.558, 0.596]], "lowdin_charge": [1.352, -0.119, -0.527, -0.139, 1.084, -0.518, -0.110, -0.112, -0.390, -0.117, -0.078, -0.075, -0.112, -0.300, 0.553, -0.315, -0.111, -0.088, -0.088, -0.134, -0.346, 1.064, -0.499, -0.110, -0.112, -0.624, -0.046, -0.045, -0.304, -0.138, -0.088, -0.079, -0.113, -0.390, 1.094, -0.546, -0.117, -0.105, -0.526, -0.106, -0.142, 0.082, 0.053, 0.069, 0.071, 0.042, 0.026, 0.088, 0.071, 0.067, 0.062, 0.080, 0.081, 0.076, 0.050, 0.080, 0.102, 0.103, 0.089, 0.086, 0.100, 0.098, 0.085, 0.072, 0.057, 0.083, 0.046, 0.070, 0.059, 0.079, 0.098, 0.080, 0.094, 0.063, 0.080, 0.067, 0.093, 0.104, 0.104, 0.100, 0.099, 0.089, 0.054, 0.079, 0.063, 0.050, 0.067, 0.083, 0.101, 0.039, 0.069, 0.072, 0.036, 0.059, 0.086, -0.043, -0.305, -0.145, -0.130, -0.132, 0.057, -0.253, 0.073, 0.061, -0.042, -0.309, -0.121, -0.021, 0.035, 0.031, -0.068, -0.630, 0.015, -0.124, 0.086, 0.099, 0.082, 0.160, 0.136, 0.121, 0.122, 0.128, 0.133, 0.106, 0.128, 0.145, -0.137, 0.040, -0.229, -0.030, -0.081, -0.088, -0.016, -0.183, 0.162, 0.117, 0.071, 0.103, 0.101, 0.109, -0.047, -0.270, -0.034, -0.056, -0.288, -0.059, -0.030, 0.627, -0.299, -0.292, -0.142, -0.204, -0.157, -0.343, -0.173, -0.240, 0.081, 0.075, 0.085, 0.117, 0.117, 0.111, 0.113, 0.113, 0.094, 0.130, 0.100, 0.103], "max_force_ev_per_a": 2.38, "multiplicity": 1, "homo_lumo_gap_ev": 5.74, "energy_ha": -5198.682136}